[1]
The following is a DFT calculation (wB97M-V/def2-TZVPD) of C37H33N3O4STi as an isolated structure in a non-equilibrium geometry.

Element x y z (Å)
1 Ti 0.856283 -0.082264 0.501064
2 C 1.758670 0.906449 -2.840794
3 C 1.862877 -0.541180 -3.241014
4 C 2.390774 -0.858197 -4.480180
5 C 2.397230 -2.158288 -4.958545
6 C 1.750299 -3.132659 -4.216536
7 C 1.201416 -2.857416 -2.977267
8 C 0.358296 -3.904754 -2.311082
9 C 1.361066 -1.565382 -2.397588
10 N 0.895614 -1.271104 -1.147402
11 C 0.883802 -2.218349 -0.145564
12 O 1.724734 -3.111583 0.055196
13 C -0.314518 -2.060724 0.703940
14 C -0.706204 -3.041946 1.620316
15 C -1.951910 -2.948880 2.193036
16 C -2.782353 -1.894021 1.808612
17 C -2.303636 -0.899580 0.968772
18 N -1.063560 -0.941042 0.460550
19 C -3.287946 0.167214 0.526928
20 O -4.501694 -0.082414 0.662792
21 N -2.743760 1.272267 0.069803
22 C -3.490001 2.277571 -0.486485
23 C -3.530818 3.553557 0.113144
24 C -2.794249 3.812500 1.394894
25 C -4.262082 4.569082 -0.474219
26 C -4.959605 4.363705 -1.651776
27 C -4.883334 3.124893 -2.270693
28 C -4.159104 2.086642 -1.715788
29 C -4.047204 0.753026 -2.396259
30 H 1.142054 0.998553 -1.931971
31 H 1.302809 1.478170 -3.652016
32 H 2.735635 1.343804 -2.626816
33 H 2.789977 -0.064679 -5.103742
34 H 2.851897 -2.395351 -5.912992
35 H 1.639075 -4.129555 -4.629220
36 H 0.039836 -4.662203 -3.030074
37 H -0.525322 -3.438171 -1.869782
38 H 0.903561 -4.387151 -1.499484
39 H -0.037516 -3.867151 1.812250
40 H -2.308380 -3.696444 2.888783
41 H -3.799773 -1.818767 2.155020
42 H -3.003110 3.028154 2.119407
43 H -3.074433 4.775752 1.823253
44 H -1.718942 3.816510 1.221356
45 H -4.276914 5.545877 -0.001244
46 H -5.558861 5.159997 -2.080173
47 H -5.392513 2.972681 -3.216603
48 H -4.506663 0.769047 -3.385482
49 H -4.522232 -0.019992 -1.790476
50 H -2.995288 0.477239 -2.492013
51 C -1.387443 0.702935 3.646302
52 C -0.278943 1.506100 3.031213
53 C -0.258574 1.740341 1.637891
54 C 0.748563 2.560896 1.095711
55 C 1.747710 3.079367 1.910208
56 C 1.749620 2.795146 3.267478
57 C 0.730426 2.022543 3.819411
58 H -2.346716 0.974115 3.205476
59 H -1.420990 0.844482 4.727719
60 H -1.220472 -0.356829 3.447011
61 H -1.154869 1.526354 1.049505
62 H 0.682001 2.864164 0.046197
63 H 2.522643 3.705375 1.485022
64 H 2.535115 3.179736 3.905679
65 H 0.727367 1.823591 4.884130
66 O 2.436926 -1.689478 3.738376
67 C 2.406144 -1.246358 2.589958
68 O 1.434955 -0.522818 2.152387
69 C 3.550110 -1.530653 1.660943
70 C 4.303805 -2.663072 1.953174
71 C 5.387999 -3.041659 1.187251
72 C 5.771677 -2.237590 0.120554
73 C 5.055183 -1.097626 -0.173006
74 C 3.918805 -0.734694 0.561102
75 S 3.112343 0.745072 0.131130
76 H 3.990044 -3.242314 2.810591
77 H 5.928321 -3.953780 1.415459
78 H 6.634834 -2.503935 -0.480891
79 H 5.349437 -0.452856 -0.991812

Cartesian forces (eV/Å) of the 6 atoms listed first:
-0.4 1.7 -2.0
-0.1 0.0 0.2
-0.1 0.0 0.4
0.1 -0.1 -0.2
0.0 0.0 -0.1
0.1 0.0 -0.1

Output
lowest unoccupied orbital energy (spin up / spin down)	4.56 / 4.55	eV
net charge	-2
HOMO level (spin up / spin down)	-1.37 / -0.44	eV

***

[2]
The following is a DFT calculation (wB97M-V/def2-TZVPD) of a 7-piece molecular cluster, C27H65NO24S6 overall in a non-equilibrium geometry.

Element x y z (Å)
1 C 8.020968 3.548651 8.668978
2 C 7.804919 4.823266 7.838964
3 O 6.423300 5.011842 7.507238
4 C 6.347015 6.140528 6.642191
5 C 4.895689 6.538716 6.402940
6 O 4.473252 7.643919 7.202278
7 C 3.400548 7.358887 8.033222
8 O 2.137122 7.697000 7.447982
9 C 1.640898 6.767227 6.607989
10 O 1.140257 7.084233 5.628552
11 O 1.783725 5.443258 6.956317
12 N 0.506573 4.855391 7.139260
13 C 0.650641 3.423423 7.400253
14 C -0.241314 5.533853 8.180187
15 C 0.371531 5.873166 9.542111
16 O -1.343677 5.851609 7.965130
17 H 8.582523 2.799050 8.106820
18 H 7.095031 3.116062 9.055449
19 H 8.625067 3.817491 9.543387
20 H 8.356439 4.747465 6.889735
21 H 8.122660 5.699776 8.420277
22 H 6.906883 7.007121 7.026107
23 H 6.810116 5.832725 5.689541
24 H 4.278450 5.639089 6.520419
25 H 4.821143 6.857596 5.353738
26 H 3.430396 6.333698 8.421032
27 H 3.507154 8.006984 8.908650
28 H 1.630845 3.152788 7.814178
29 H 0.572033 2.916606 6.431510
30 H -0.146101 3.034228 8.037159
31 H 0.069848 5.157212 10.310716
32 H -0.030908 6.846670 9.835454
33 H 1.458596 5.991784 9.514930
34 O -3.429530 3.777990 3.745877
35 S -2.371913 3.738890 2.782102
36 O -1.058238 3.290606 3.140159
37 O -2.258026 5.159089 2.078129
38 C -2.039529 6.311478 2.923495
39 C -0.619716 6.359311 3.462696
40 C -2.908412 2.820155 1.377113
41 H -2.772943 6.331994 3.731717
42 H -2.222359 7.186379 2.301235
43 H -0.421608 5.525488 4.132565
44 H -0.446767 7.276848 4.015792
45 H 0.097618 6.296003 2.642227
46 H -3.892353 3.167445 1.074067
47 H -2.954707 1.773481 1.671408
48 H -2.184297 2.948516 0.576400
49 O -2.847518 -2.045780 -1.377084
50 S -2.381973 -0.702704 -1.533575
51 O -3.256216 0.419615 -1.373055
52 O -1.623899 -0.575497 -2.930914
53 C -2.344210 -0.929940 -4.129521
54 C -3.384326 0.111760 -4.496560
55 C -0.980712 -0.464059 -0.488520
56 H -2.795714 -1.918697 -4.022617
57 H -1.608531 -0.997621 -4.929804
58 H -4.171905 0.168527 -3.745671
59 H -3.849336 -0.133569 -5.452152
60 H -2.929140 1.100647 -4.562734
61 H -0.290671 -1.293164 -0.622473
62 H -1.343762 -0.437781 0.537173
63 H -0.510575 0.483502 -0.741257
64 O 0.510992 -2.003866 -6.071770
65 S 1.893289 -2.084098 -5.701133
66 O 2.931661 -1.691627 -6.600746
67 O 2.196270 -3.549721 -5.153457
68 C 1.902468 -4.669167 -6.012943
69 C 2.885593 -4.802240 -7.157531
70 C 2.126438 -1.219098 -4.182564
71 H 0.877511 -4.597103 -6.382788
72 H 1.956252 -5.556492 -5.383916
73 H 2.815659 -3.954604 -7.838609
74 H 2.684307 -5.708431 -7.729711
75 H 3.910638 -4.834112 -6.785927
76 H 1.359882 -1.527339 -3.475313
77 H 2.034440 -0.156649 -4.400086
78 H 3.122094 -1.437337 -3.804281
79 O -5.718656 -5.973305 -8.212303
80 S -5.756640 -4.552587 -8.050513
81 O -5.182575 -3.680973 -9.027860
82 O -5.173900 -4.181212 -6.611199
83 C -3.847617 -4.631016 -6.278375
84 C -2.771282 -3.850066 -7.007490
85 C -7.419161 -4.045547 -7.755350
86 H -3.755872 -5.702350 -6.468510
87 H -3.737299 -4.484288 -5.204388
88 H -2.818999 -4.019064 -8.082569
89 H -1.779070 -4.147991 -6.666845
90 H -2.896824 -2.778893 -6.842212
91 H -7.855716 -4.682843 -6.990765
92 H -7.960072 -4.155462 -8.693196
93 H -7.418545 -3.003462 -7.445501
94 O 2.496561 -6.616826 -10.499557
95 S 1.084422 -6.496979 -10.701665
96 O 0.181169 -6.402894 -9.595799
97 O 0.598984 -7.663286 -11.676860
98 C 0.873852 -9.023669 -11.297751
99 C -0.008993 -9.496223 -10.158097
100 C 0.772794 -5.146097 -11.789461
101 H 1.931883 -9.138174 -11.052803
102 H 0.679871 -9.630243 -12.181111
103 H 0.198665 -8.945633 -9.241282
104 H 0.159062 -10.555232 -9.958857
105 H -1.061186 -9.340405 -10.398413
106 H 1.433155 -5.221585 -12.649441
107 H 0.977550 -4.232471 -11.234392
108 H -0.271362 -5.172508 -12.091464
109 O -0.040297 -0.395335 7.549822
110 S -1.453847 -0.316943 7.328337
111 O -2.378989 -0.261167 8.417451
112 O -1.886620 -1.493037 6.337167
113 C -1.573934 -2.845504 6.712844
114 C -2.458717 -3.353440 7.835626
115 C -1.792122 1.032207 6.245408
116 H -0.516728 -2.927296 6.974284
117 H -1.734175 -3.452897 5.823072
118 H -2.283532 -2.801939 8.758573
119 H -2.259526 -4.407712 8.031691
120 H -3.511471 -3.230306 7.579211
121 H -1.115487 0.986780 5.395269
122 H -1.626770 1.950196 6.801780
123 H -2.829829 0.979333 5.925353

Cartesian forces (eV/Å) of the 6 atoms listed first:
0.3 0.4 0.2
-0.6 -0.5 0.2
0.4 0.5 0.2
-0.3 -0.3 -0.2
0.6 -0.1 -1.0
-0.4 -0.8 0.2

Output
SMILES	CCOCCOCOC(=O)ON(C)C(C)=O.CCOS(C)(=O)=O.CCOS(C)(=O)=O.CCOS(C)(=O)=O.CCOS(C)(=O)=O.CCOS(C)(=O)=O.CCOS(C)(=O)=O
lowest unoccupied orbital energy	0.25	eV
HOMO level	-9.44	eV

***

[3]
The following is a DFT calculation (wB97M-V/def2-TZVPD) of a 12-piece molecular cluster, C12H48O12 overall in a non-equilibrium geometry.

Element x y z (Å)
1 C 0.150197 6.009671 1.206938
2 O -1.101383 6.412561 0.755408
3 H 0.287787 6.066491 2.286718
4 H 0.176817 4.958961 0.918148
5 H 0.930717 6.559501 0.681028
6 H -1.243863 6.256991 -0.181132
7 C -6.248243 2.161971 2.319598
8 O -5.354003 1.123401 2.551568
9 H -5.980973 3.140761 2.717898
10 H -6.414003 2.287841 1.249658
11 H -7.240753 1.809661 2.600498
12 H -4.928923 1.335941 3.385668
13 C -2.517533 -4.091149 -5.673462
14 O -2.620393 -4.613339 -4.326642
15 H -2.091793 -3.091109 -5.755772
16 H -1.923943 -4.836599 -6.202672
17 H -3.536463 -4.106989 -6.060282
18 H -3.310523 -4.173369 -3.824892
19 C -0.543843 2.776881 6.694208
20 O -1.351693 1.732081 6.383648
21 H 0.391277 2.678461 6.142898
22 H -1.047193 3.693071 6.385438
23 H -0.358523 2.956851 7.753158
24 H -0.870333 0.905981 6.469948
25 C 3.916717 3.613541 -3.718252
26 O 4.635757 2.698581 -2.927012
27 H 4.139657 3.358911 -4.754372
28 H 2.844017 3.538451 -3.539972
29 H 4.201547 4.646021 -3.515842
30 H 4.648077 3.065501 -2.039992
31 C 0.540267 -0.970639 0.500788
32 O 0.743747 -0.369679 1.669648
33 H -0.310353 -1.609669 0.737818
34 H 0.353297 -0.280489 -0.321912
35 H 1.337257 -1.709449 0.416708
36 H -0.103643 -0.075599 2.011778
37 C -3.190843 3.855911 -4.586122
38 O -2.446423 4.948821 -4.019892
39 H -2.830963 3.595021 -5.581382
40 H -3.192083 3.006501 -3.903032
41 H -4.195083 4.238321 -4.768792
42 H -2.199743 5.538581 -4.736082
43 C 4.067187 -3.458649 -5.703332
44 O 3.783197 -3.680779 -7.079982
45 H 4.807007 -4.168789 -5.333942
46 H 4.280917 -2.432899 -5.402902
47 H 3.186587 -3.733049 -5.122522
48 H 3.136217 -4.389259 -7.112872
49 C -2.008273 -5.131079 4.288998
50 O -2.576293 -4.922279 5.563328
51 H -2.169763 -6.137319 3.902358
52 H -2.675473 -4.477999 3.726458
53 H -0.953123 -4.944709 4.088988
54 H -3.273003 -5.559499 5.736948
55 C -7.342783 -3.256479 -0.598712
56 O -5.946053 -2.873259 -0.504762
57 H -7.979543 -2.405799 -0.355832
58 H -7.429153 -3.578629 -1.636422
59 H -7.593343 -4.096489 0.049118
60 H -5.874483 -2.172399 0.147348
61 C 7.552027 -4.095359 0.345038
62 O 8.351217 -3.870689 -0.823042
63 H 7.435717 -5.176629 0.271328
64 H 8.005707 -3.801359 1.291508
65 H 6.639837 -3.530289 0.153438
66 H 8.835387 -3.061449 -0.643282
67 C 5.839947 2.780331 4.437448
68 O 5.032007 2.723531 3.284968
69 H 5.462017 3.369301 5.273138
70 H 6.084237 1.777101 4.786668
71 H 6.807747 3.230951 4.217418
72 H 4.370727 2.030791 3.351428

Cartesian forces (eV/Å) of the 6 atoms listed first:
0.4 -1.2 -1.2
-1.7 1.3 0.7
-0.5 0.4 -0.1
1.0 -0.3 0.3
0.3 0.0 0.2
0.4 -0.2 0.1

Output
SMILES	CO.CO.CO.CO.CO.CO.CO.CO.CO.CO.CO.CO
lowest unoccupied orbital energy	0.07	eV
relative energy (zero: lowest compared OMol25 entry of this formula, charge and spin)	810.8	kJ/mol
HOMO level	-10.12	eV